{"formula": "C5H10O", "method": "wB97M-V/def2-TZVPD", "max_force_ev_per_a": 0.3, "charge": 0, "de_lowest_ev": 1.4789, "smiles": "C=C1CCC1.O", "homo_lumo_gap_ha": 0.3858, "symbols": ["O", "C", "C", "C", "C", "C", "H", "H", "H", "H", "H", "H", "H", "H", "H", "H"], "positions_angstrom": [[-0.540, -1.746, -1.820], [-0.268, 1.552, -1.086], [1.329, 0.236, 0.521], [0.500, -0.598, 1.535], [0.028, 0.768, -0.055], [-0.808, 0.013, 0.964], [1.938, -0.348, -0.177], [1.961, 1.012, 0.968], [-1.359, 0.660, 1.656], [-1.498, -0.713, 0.522], [-1.432, -1.775, -2.183], [0.579, -1.677, 1.381], [-0.337, -0.801, -1.774], [0.509, 1.985, -1.713], [0.697, -0.373, 2.586], [-1.300, 1.807, -1.325]]}



{"formula": "C5H10O", "method": "wB97M-V/def2-TZVPD", "max_force_ev_per_a": 2.9, "charge": 0, "de_lowest_ev": 3.5182, "homo_lumo_gap_ha": 0.3443, "symbols": ["O", "C", "C", "C", "C", "C", "H", "H", "H", "H", "H", "H", "H", "H", "H", "H"], "positions_angstrom": [[-1.539, -0.856, 0.818], [1.899, 0.290, 0.043], [-1.733, -0.447, -0.469], [-0.240, -0.407, 1.270], [0.380, 0.382, 0.107], [-0.380, -0.226, -1.088], [-0.383, 0.187, 2.180], [0.361, -1.293, 1.522], [-2.712, -0.072, -0.800], [0.070, 1.431, 0.190], [2.289, 0.848, -0.815], [-0.454, 0.426, -1.957], [-2.256, 0.958, -0.503], [2.366, 0.700, 0.947], [2.220, -0.754, -0.057], [0.110, -1.166, -1.389]]}



{"formula": "C5H10O", "method": "wB97M-V/def2-TZVPD", "max_force_ev_per_a": 0.6, "charge": 0, "de_lowest_ev": 1.6685, "smiles": "C[C@H]1CCC1=O.[H][H]", "homo_lumo_gap_ha": 0.3834, "symbols": ["O", "C", "C", "C", "C", "C", "H", "H", "H", "H", "H", "H", "H", "H", "H", "H"], "positions_angstrom": [[-1.761, -0.787, -0.570], [-0.825, 1.521, -0.919], [0.326, 0.196, 0.427], [0.619, 1.509, -0.354], [1.288, -0.975, 0.312], [-0.979, 0.104, -0.367], [2.240, -0.749, 0.804], [-1.492, 2.227, -0.413], [1.371, 1.359, -1.134], [-0.957, 1.625, -2.000], [0.904, 2.372, 0.252], [0.864, -1.872, 0.773], [0.096, 0.407, 1.480], [-1.640, -2.605, 0.963], [1.496, -1.205, -0.740], [-1.548, -3.127, 1.487]]}



{"formula": "C5H10O", "method": "wB97M-V/def2-TZVPD", "max_force_ev_per_a": 0.2, "charge": 0, "de_lowest_ev": 4.1071, "homo_lumo_gap_ha": 0.3183, "symbols": ["O", "C", "C", "C", "C", "C", "H", "H", "H", "H", "H", "H", "H", "H", "H", "H"], "positions_angstrom": [[-0.259, 1.291, 0.786], [0.877, 1.047, 0.077], [1.812, 0.009, 0.659], [-1.434, -0.272, -0.497], [-1.130, 0.172, 0.937], [-0.151, -0.266, -1.302], [-2.153, 0.427, -0.937], [2.561, -0.271, -0.089], [-0.312, -0.051, -2.363], [2.347, 0.524, 1.466], [-2.019, 0.527, 1.464], [0.566, 0.833, -1.120], [1.384, -0.911, 1.086], [-1.889, -1.269, -0.499], [-0.669, -0.634, 1.523], [0.467, -1.157, -1.194]]}



{"formula": "C5H10O", "method": "wB97M-V/def2-TZVPD", "max_force_ev_per_a": 0.5, "charge": 0, "de_lowest_ev": 0.2935, "smiles": "CCC(=O)CC", "homo_lumo_gap_ha": 0.3873, "symbols": ["O", "C", "C", "C", "C", "C", "H", "H", "H", "H", "H", "H", "H", "H", "H", "H"], "positions_angstrom": [[-0.721, 1.116, 1.126], [-1.165, -0.114, -0.856], [-0.842, 0.973, -1.909], [1.015, -0.402, 0.519], [1.173, -0.783, 1.983], [-0.347, 0.259, 0.351], [-0.697, 0.545, -2.901], [1.127, -1.268, -0.142], [-2.227, -0.116, -0.590], [-1.671, 1.677, -1.962], [0.371, -1.473, 2.259], [0.053, 1.561, -1.654], [-0.920, -1.122, -1.207], [1.063, 0.119, 2.585], [1.787, 0.321, 0.229], [2.134, -1.249, 2.218]]}



{"formula": "C5H10O", "method": "wB97M-V/def2-TZVPD", "max_force_ev_per_a": 5.3, "charge": 0, "de_lowest_ev": 2.2119, "homo_lumo_gap_ha": 0.3482, "symbols": ["O", "C", "C", "C", "C", "C", "H", "H", "H", "H", "H", "H", "H", "H", "H", "H"], "positions_angstrom": [[-1.546, 1.145, -0.813], [0.669, 0.102, 0.334], [1.017, 1.624, 0.320], [-1.226, 0.239, -0.146], [1.331, -0.790, -0.706], [-2.094, -0.989, 0.396], [2.155, -1.381, -0.272], [2.015, 1.814, 0.524], [0.731, 2.007, -0.733], [-3.078, -0.715, 0.654], [-2.040, -1.780, -0.423], [-1.594, -1.390, 1.322], [0.616, -1.573, -1.269], [0.471, 2.089, 1.023], [0.813, -0.324, 1.254], [1.760, -0.078, -1.465]]}